5 unconnected molecules or ions with the total composition C22H47F3N4O20P4S2 at a distorted geometry, computed with the ωB97M-V functional and the def2-TZVPD basis.

Properties
Highest occupied orbital energy, eV: -9.284
Kohn-Sham gap, eV: 7.361
Structure (SMILES): C[C@@H](COC(=O)CSc1nnc(C(F)(F)F)nn1)OC(=O)CS.COP(=O)(OC)OC.COP(=O)(OC)OC.COP(=O)(OC)OC.COP(=O)(OC)OC

```
! wB97M-V def2-TZVPD RIJCOSX def2/J DEFGRID3
* xyz 0 1
C -0.79 -2.04 4.76
C -1.08 -1.02 3.68
C -2.54 -0.54 3.64
O -3.38 -1.40 4.41
C -4.69 -1.27 4.12
O -5.33 -2.24 3.86
C -5.34 0.10 4.19
S -5.57 0.88 2.55
C -4.38 2.22 2.64
N -4.83 3.35 3.19
N -3.96 4.33 3.29
C -2.74 4.08 2.85
C -1.73 5.21 3.05
F -0.82 5.23 2.07
F -1.05 4.95 4.19
F -2.30 6.39 3.14
N -2.29 2.98 2.27
N -3.16 2.00 2.16
O -0.15 0.07 3.60
C -0.07 0.88 4.65
O -0.78 0.86 5.63
C 0.99 1.95 4.49
S 2.48 1.42 3.61
H -1.34 -2.95 4.58
H 0.27 -2.27 4.68
H -0.97 -1.66 5.76
H -0.96 -1.57 2.74
H -2.59 0.49 3.98
H -2.89 -0.58 2.61
H -6.31 0.01 4.66
H -4.73 0.75 4.81
H 0.57 2.78 3.93
H 1.26 2.32 5.48
H 2.43 2.07 2.45
C 6.31 2.59 -2.22
O 5.35 1.67 -1.69
P 5.75 0.84 -0.32
O 6.99 0.13 -0.78
O 4.38 -0.01 -0.51
C 4.27 -0.90 -1.62
O 5.81 0.42 1.28
C 5.42 -0.91 1.64
H 5.77 3.32 -2.83
H 6.84 3.13 -1.44
H 7.03 2.05 -2.84
H 5.25 -1.22 -1.98
H 3.73 -0.42 -2.44
H 3.71 -1.77 -1.29
H 5.84 -1.62 0.93
H 4.34 -1.01 1.67
H 5.81 -1.12 2.63
C -1.46 3.89 -0.71
O -0.91 3.47 -1.97
P -1.95 2.93 -3.11
O -2.64 1.80 -2.43
O -0.75 2.52 -4.10
C 0.04 1.37 -3.79
O -2.97 3.38 -4.26
C -2.99 2.61 -5.47
H -0.75 4.56 -0.25
H -2.41 4.41 -0.84
H -1.61 3.02 -0.08
H -0.49 0.66 -3.16
H 0.96 1.68 -3.28
H 0.30 0.88 -4.73
H -3.00 1.54 -5.25
H -2.15 2.85 -6.12
H -3.91 2.88 -5.98
C 2.97 3.00 -6.30
O 2.58 3.17 -7.68
P 1.03 2.76 -8.10
O 1.13 1.32 -7.69
O 1.35 3.08 -9.64
C 2.34 2.30 -10.32
O -0.60 2.77 -8.30
C -1.13 2.24 -9.51
H 3.81 3.66 -6.11
H 2.16 3.25 -5.62
H 3.27 1.96 -6.14
H 2.46 1.32 -9.84
H 3.29 2.82 -10.32
H 2.00 2.16 -11.34
H -0.65 1.29 -9.74
H -1.02 2.94 -10.33
H -2.19 2.08 -9.32
C -3.34 -5.78 5.31
O -2.78 -7.11 5.27
P -1.16 -7.22 5.64
O -0.72 -6.27 4.57
O -1.20 -8.79 5.24
C -1.54 -9.16 3.90
O 0.28 -7.39 6.40
C 1.25 -8.26 5.83
H -4.42 -5.87 5.40
H -2.95 -5.22 6.15
H -3.10 -5.27 4.38
H -1.32 -8.34 3.21
H -2.59 -9.42 3.84
H -0.93 -10.02 3.64
H 1.33 -8.09 4.76
H 1.02 -9.30 6.04
H 2.20 -8.01 6.31
*
```

Here are the Mulliken charges for atoms 1 to 99, given in e: -1.6422, 0.2166, -0.4267, -0.3028, 0.4750, -0.5589, -0.5563, -0.1301, 0.5411, -0.4015, -0.3180, 0.5195, 0.7003, -0.2115, -0.2439, -0.2652, -0.0520, -0.1966, -0.2151, 0.6207, -0.5765, -0.3351, -0.1847, 0.4871, 0.4089, 0.3399, 0.5201, 0.1465, 0.5251, 0.4667, 0.3495, -0.1914, 0.3850, 0.1142, -0.7308, -0.1947, 0.9451, -0.6086, -0.2028, -0.6518, -0.4213, -0.5180, 0.2158, 0.3151, 0.2989, 0.3432, 0.1825, 0.2488, 0.3085, 0.2170, 0.2477, -0.8635, -0.3576, 0.8658, -0.6272, -0.1148, -0.6950, -0.4248, -0.4999, 0.3061, 0.3647, 0.3857, 0.4055, 0.2337, 0.2449, 0.2836, 0.2105, 0.2624, -0.4865, -0.4141, 1.2110, -0.6703, -0.3386, -0.6622, -0.3543, -0.6039, 0.2453, 0.1681, 0.2838, 0.3420, 0.2424, 0.2436, 0.3209, 0.2405, 0.2382, -0.6842, -0.3857, 1.1215, -0.6126, -0.3310, -0.6241, -0.4293, -0.5152, 0.2915, 0.3258, 0.2776, 0.3442, 0.2350, 0.2438

A molecular structure, C5H13NO2 at a distorted geometry, computed with the ωB97M-V functional and the def2-TZVPD basis.

Properties
Highest occupied orbital energy, eV: -7.663
Kohn-Sham gap, eV: 8.342
Relative energy (zero: lowest compared OMol25 entry of this formula, charge and spin), kcal per mole: 87.94

```
! wB97M-V def2-TZVPD RIJCOSX def2/J DEFGRID3
* xyz 0 1
C 1.30 -1.06 0.12
C 2.19 -0.56 -1.01
O 0.28 -1.85 -0.24
O 2.06 -1.51 1.20
H -0.75 -1.20 0.00
H 1.93 -2.46 1.27
H 0.70 -0.01 0.59
H 2.92 0.16 -0.63
H 1.58 -0.09 -1.77
H 2.71 -1.40 -1.45
C -2.03 0.41 -0.97
N -1.53 -0.12 0.30
C -0.65 0.76 1.07
C -0.58 2.11 0.88
H -2.30 -0.43 0.89
H -0.58 0.40 2.09
H -2.59 1.33 -0.82
H -1.18 0.59 -1.62
H -2.67 -0.34 -1.44
H -0.68 2.56 -0.09
H -0.12 2.72 1.65
*
```

What are the natural (NBO) partial charges on each atom? They are as follows, in elementary charge units: 0.4567, -0.6537, -0.8130, -0.7456, 0.4826, 0.4785, 0.0923, 0.2137, 0.2008, 0.2119, -0.4201, -0.6098, -0.0611, -0.5010, 0.4002, 0.2210, 0.2016, 0.2168, 0.2164, 0.1970, 0.2146

C20H18BrN3O4 in the gas phase at a distorted geometry, computed with the ωB97M-V functional and the def2-TZVPD basis.

Properties
Highest occupied orbital energy, eV: -8.087
Kohn-Sham gap, eV: 7.355
Structure (SMILES): O=C(c1cccn2c(=O)c3cc(Br)ccc3nc12)N1CCC2(CC1)OCCO2
Relative energy (zero: lowest compared OMol25 entry of this formula, charge and spin), kcal per mole: 87.52

```
! wB97M-V def2-TZVPD RIJCOSX def2/J DEFGRID3
* xyz 0 1
O 1.01 0.41 2.62
C 0.25 0.10 1.78
C -0.94 0.85 1.63
C -1.84 0.75 2.65
C -2.98 1.66 2.57
C -3.01 2.67 1.68
N -2.08 2.81 0.71
C -2.44 3.69 -0.28
O -3.56 4.28 -0.20
C -1.27 4.04 -1.10
C -1.21 5.33 -1.71
C -0.01 5.71 -2.34
Br 0.00 7.46 -3.30
C 1.09 4.82 -2.40
C 0.97 3.56 -1.71
C -0.21 3.17 -1.00
N -0.18 2.13 -0.32
C -1.09 1.85 0.57
N 0.55 -1.01 0.95
C 1.89 -1.63 0.98
C 1.84 -3.23 1.03
C 0.97 -3.76 0.00
C -0.45 -3.07 0.02
C -0.39 -1.56 -0.03
O 0.94 -5.14 0.34
C 1.87 -5.71 -0.58
C 2.04 -4.73 -1.77
O 1.50 -3.49 -1.34
H -1.82 -0.06 3.39
H -3.81 1.61 3.28
H -3.90 3.36 1.81
H -2.09 5.98 -1.76
H 1.94 5.21 -2.87
H 1.82 2.85 -1.59
H 2.60 -1.11 1.59
H 2.20 -1.34 -0.06
H 2.87 -3.69 1.03
H 1.51 -3.50 2.02
H -1.07 -3.35 -0.80
H -0.96 -3.42 0.95
H -1.34 -1.32 0.27
H -0.16 -1.02 -0.98
H 2.83 -5.86 0.00
H 1.54 -6.64 -1.08
H 1.49 -5.03 -2.64
H 3.12 -4.62 -2.04
*
```

What are the natural (NBO) partial charges on each atom? They are as follows, in elementary charge units: -0.5763, 0.6659, -0.1633, -0.0949, -0.2692, 0.0404, -0.4056, 0.6478, -0.6068, -0.2043, -0.1829, -0.0525, 0.0202, -0.2215, -0.1973, 0.2398, -0.5117, 0.4377, -0.4422, -0.2257, -0.4618, 0.5198, -0.4165, -0.2237, -0.5160, -0.1100, -0.0944, -0.5341, 0.2387, 0.2303, 0.2729, 0.2544, 0.2309, 0.2308, 0.2458, 0.1923, 0.2268, 0.2273, 0.2260, 0.2130, 0.2077, 0.2079, 0.1757, 0.1983, 0.1768, 0.1836

2 unconnected molecules or ions with the total composition C6H15NO at a distorted geometry, computed with the ωB97M-V functional and the def2-TZVPD basis.

Properties
Highest occupied orbital energy, eV: -7.669
Kohn-Sham gap, eV: 8.593
Structure (SMILES): CCC/C(C)=C/N.O
Relative energy (zero: lowest compared OMol25 entry of this formula, charge and spin), kcal per mole: 68.42

```
! wB97M-V def2-TZVPD RIJCOSX def2/J DEFGRID3
* xyz 0 1
C 2.89 2.20 0.57
C 2.25 0.87 0.10
C 1.09 0.31 0.96
C 0.25 -0.63 0.26
C -0.12 -0.56 -1.21
C -0.06 -1.72 0.97
N -1.03 -2.81 0.77
H 2.45 2.57 1.43
H 3.92 2.02 0.85
H 3.00 2.91 -0.22
H 2.99 0.17 -0.23
H 1.72 0.99 -0.94
H 1.59 -0.11 1.85
H 0.68 1.14 1.50
H -1.01 -1.19 -1.44
H 0.71 -1.20 -1.66
H 0.10 0.42 -1.63
H 0.53 -1.93 1.90
H -1.24 -3.11 -0.14
H -1.14 -3.53 1.43
O -6.30 1.37 -1.64
H -6.85 1.24 -2.42
H -6.42 0.58 -1.07
*
```

What are the natural (NBO) partial charges on each atom? They are as follows, in elementary charge units: -0.6152, -0.3829, -0.4172, -0.1008, -0.6526, 0.0147, -0.8557, 0.2029, 0.2028, 0.2129, 0.2006, 0.1758, 0.2073, 0.2094, 0.2287, 0.2138, 0.2283, 0.1804, 0.3669, 0.3799, -0.9420, 0.4698, 0.4722

A molecular structure, C5H5NO, computed with the ωB97M-V functional and the def2-TZVPD basis.

Properties
Highest occupied orbital energy, eV: -9.210
Kohn-Sham gap, eV: 9.410
Relative energy (zero: lowest compared OMol25 entry of this formula, charge and spin), kcal per mole: 158.36

```
! wB97M-V def2-TZVPD RIJCOSX def2/J DEFGRID3
* xyz 0 1
O 0.32 0.34 1.98
C 0.93 0.23 0.94
C 2.39 0.36 0.59
C 3.05 0.04 -0.39
C 0.82 -0.15 -0.41
C -2.61 -0.43 -0.36
N -1.70 0.39 -0.04
H 3.78 -0.27 -1.11
H 0.62 0.67 -1.10
H -3.18 -1.03 0.36
H -2.87 -0.55 -1.42
H -1.54 0.39 0.97
*
```

What are the natural (NBO) partial charges on each atom? They are as follows, in elementary charge units: -0.5400, 0.4017, -0.0826, -0.0910, -0.1943, -0.0201, -0.6203, 0.2567, 0.2188, 0.1495, 0.1578, 0.3638

2 unconnected molecules or ions with the total composition C4H9N5O2 at a distorted geometry, computed with the ωB97M-V functional and the def2-TZVPD basis.

Properties
Highest occupied orbital energy, eV: -17.441
Kohn-Sham gap, eV: 8.784
Relative energy (zero: lowest compared OMol25 entry of this formula, charge and spin), kcal per mole: 95.50

```
! wB97M-V def2-TZVPD RIJCOSX def2/J DEFGRID3
* xyz 2 1
C 3.68 -1.25 0.07
C -0.88 -0.05 0.02
C -2.28 -0.65 0.23
C 1.48 -0.16 -0.15
N 4.47 -0.48 0.40
N -0.79 1.29 -0.09
N 2.07 0.86 -0.25
N 0.28 -0.81 -0.07
N -3.33 0.20 -0.33
O -1.79 2.09 0.20
O 3.07 1.47 -0.17
H 3.13 -2.01 -0.08
H -2.57 -0.66 1.28
H -2.15 -1.79 -0.22
H 0.12 1.76 0.03
H 5.25 0.13 0.46
H 0.37 -1.77 -0.33
H -2.65 1.56 0.16
H -4.18 0.05 0.16
H -3.30 0.21 -1.31
*
```

What are the natural (NBO) partial charges on each atom? They are as follows, in elementary charge units: 0.4714, 0.4705, -0.2878, 0.2675, -0.3323, -0.1436, 0.1796, -0.5852, -0.8159, -0.4653, -0.2603, 0.2406, 0.2793, 0.2366, 0.4277, 0.5159, 0.4639, 0.4995, 0.4298, 0.4080

highest occupied orbital energy of number 3 (C20H18BrN3O4)? -8.087 eV

Among the records above, which one has the lowest highest occupied orbital energy? C4H9N5O2

Please write out number 6 again, unchanged.
2 unconnected molecules or ions with the total composition C4H9N5O2 at a distorted geometry, computed with the ωB97M-V functional and the def2-TZVPD basis.

Properties
Highest occupied orbital energy, eV: -17.441
Kohn-Sham gap, eV: 8.784
Relative energy (zero: lowest compared OMol25 entry of this formula, charge and spin), kcal per mole: 95.50

```
! wB97M-V def2-TZVPD RIJCOSX def2/J DEFGRID3
* xyz 2 1
C 3.68 -1.25 0.07
C -0.88 -0.05 0.02
C -2.28 -0.65 0.23
C 1.48 -0.16 -0.15
N 4.47 -0.48 0.40
N -0.79 1.29 -0.09
N 2.07 0.86 -0.25
N 0.28 -0.81 -0.07
N -3.33 0.20 -0.33
O -1.79 2.09 0.20
O 3.07 1.47 -0.17
H 3.13 -2.01 -0.08
H -2.57 -0.66 1.28
H -2.15 -1.79 -0.22
H 0.12 1.76 0.03
H 5.25 0.13 0.46
H 0.37 -1.77 -0.33
H -2.65 1.56 0.16
H -4.18 0.05 0.16
H -3.30 0.21 -1.31
*
```

What are the natural (NBO) partial charges on each atom? They are as follows, in elementary charge units: 0.4714, 0.4705, -0.2878, 0.2675, -0.3323, -0.1436, 0.1796, -0.5852, -0.8159, -0.4653, -0.2603, 0.2406, 0.2793, 0.2366, 0.4277, 0.5159, 0.4639, 0.4995, 0.4298, 0.4080